1.
Entry from OMol25: a molecular structure, C23H48AsBrF6O7PSSi in a non-equilibrium geometry (wB97M-V/def2-TZVPD).

Last column: Löwdin charge in e.
Cartesian coordinates (Å):
C: 9.91085 0.72295 0.68002  -0.13
C: 8.79228 1.00805 -0.32056  -0.27
C: 7.77619 -0.14842 -0.43297  -0.21
C: 6.34303 0.30720 -0.74903  -0.20
C: 5.82812 -0.09282 -2.15432  -0.21
C: 5.87061 1.06435 -3.15601  -0.21
C: 4.72220 2.08239 -3.04571  -0.21
C: 3.36146 1.48658 -2.70574  -0.23
C: 2.19826 2.43594 -2.97539  -0.22
C: 0.86366 1.78436 -2.62297  -0.23
C: -0.37220 2.62437 -3.01553  -0.19
C: -1.34957 2.84862 -1.86235  -0.20
C: -2.27178 1.64664 -1.55340  -0.19
C: -2.03937 0.99619 -0.17652  -0.28
C: -2.95880 1.55193 0.94531  -0.33
P: -3.87886 3.10741 0.62408  0.48
O: -4.89336 2.95979 -0.42480  -0.25
O: -4.49103 3.47819 2.05390  -0.09
O: -2.85058 4.28906 0.35470  -0.09
O: -2.27582 1.82069 2.17284  -0.33
S: -1.44700 0.56357 2.88333  0.98
O: -1.85216 0.62852 4.24907  -0.32
O: -2.34126 -0.67487 2.24508  -0.27
C: -1.74703 -1.29407 1.08590  -0.41
C: -0.26578 -1.62045 1.32009  -0.11
C: -2.13465 -0.54881 -0.22965  -0.63
Br: -0.91921 -1.22892 -1.62759  0.90
C: -3.57826 -0.94532 -0.58797  -0.16
C: -3.77607 -2.35218 -1.13680  -0.29
O: -5.03506 -2.86525 -0.66751  -0.21
Si: -5.02854 -4.49953 -0.35551  0.41
C: -6.77916 -5.09731 -0.06190  -0.16
C: -4.34593 -5.46458 -1.81803  -0.16
C: -4.01771 -4.87549 1.17801  -0.15
H: 10.65917 1.51416 0.64375  0.06
H: 9.50564 0.67830 1.69062  0.07
H: 10.40766 -0.22455 0.47453  0.07
H: 8.29374 1.93184 -0.03369  0.10
H: 9.24653 1.14866 -1.30332  0.10
H: 8.13854 -0.80482 -1.22393  0.10
H: 7.78856 -0.73219 0.48753  0.10
H: 6.27742 1.39559 -0.68717  0.10
H: 5.65032 -0.06455 0.00635  0.10
H: 4.84518 -0.55363 -2.08778  0.09
H: 6.49044 -0.87350 -2.53623  0.10
H: 6.80344 1.60285 -2.96338  0.10
H: 5.96154 0.66812 -4.16761  0.10
H: 4.99726 2.85550 -2.32474  0.11
H: 4.64280 2.59951 -4.00581  0.11
H: 3.34272 1.17119 -1.66145  0.12
H: 3.22028 0.59138 -3.32012  0.12
H: 2.19654 2.74610 -4.02160  0.12
H: 2.34202 3.33257 -2.36381  0.12
H: 0.82386 0.82939 -3.15223  0.08
H: 0.85756 1.54848 -1.55753  0.10
H: -0.89292 2.12086 -3.82964  0.11
H: -0.03515 3.59924 -3.36979  0.11
H: -0.78856 3.15564 -0.97714  0.11
H: -1.98457 3.69713 -2.11873  0.11
H: -3.31034 1.94286 -1.67602  0.09
H: -2.08625 0.90933 -2.33371  0.06
H: -1.00771 1.24089 0.09807  0.13
H: -3.76768 0.84238 1.11379  0.12
H: -4.38192 2.77703 2.70333  0.09
H: -2.04514 4.17075 0.86816  0.09
H: -2.25031 -2.25716 1.01308  0.12
H: -0.09953 -1.75626 2.38910  0.08
H: 0.40876 -0.83551 0.98808  0.06
H: -0.00744 -2.56315 0.84786  0.07
H: -4.16508 -0.89350 0.33011  0.13
H: -4.01506 -0.22469 -1.27692  0.13
H: -3.79416 -2.35245 -2.22555  0.12
H: -2.96367 -3.00967 -0.81462  0.07
H: -7.38396 -4.41101 0.52564  0.03
H: -6.68430 -6.01848 0.51945  0.03
H: -7.26754 -5.36157 -0.99780  0.03
H: -4.80886 -6.45046 -1.82794  0.03
H: -4.56913 -4.95774 -2.75626  0.03
H: -3.26379 -5.58094 -1.74862  0.03
H: -2.96173 -4.67121 0.97368  0.02
H: -4.07363 -5.93976 1.40371  0.03
H: -4.31955 -4.27276 2.03103  0.04
F: -2.90541 1.85826 9.61817  -0.28
As: -3.55087 1.49145 8.04483  0.68
F: -4.99067 0.85722 8.78686  -0.28
F: -2.82168 -0.08561 8.11349  -0.28
F: -4.20244 1.12677 6.47465  -0.28
F: -2.11179 2.12820 7.30728  -0.28
F: -4.28116 3.06904 7.97816  -0.28

Force components x, y, z for each atom (eV/Å):
C -0.153 0.144 -0.100
C 0.213 -0.538 0.066
C 0.154 0.499 0.023
C -0.463 -0.046 -0.375
C 0.556 -0.112 0.157
C 0.074 0.033 0.355
C 0.145 -0.021 -0.167
C 0.099 0.120 -0.436
C 0.051 -0.148 0.528
C -0.017 0.032 -0.508
C 0.310 -0.243 0.564
C -0.426 0.246 -0.235
C 0.280 -0.004 -0.330
C 0.519 -0.026 -0.102
C 0.041 0.406 -0.335
P -1.093 0.023 0.282
O 0.327 0.135 -0.051
O 0.269 -0.162 -0.486
O 0.088 -0.204 -0.243
O 0.117 -0.372 -0.208
S -0.453 -0.123 0.452
O 0.220 0.003 0.033
O 0.270 0.469 -0.391
C 0.389 -0.516 -0.250
C -0.059 0.185 0.286
C -0.701 -0.012 0.346
Br 0.079 -0.086 -0.092
C 0.044 -0.094 -0.108
C -0.529 -0.061 0.289
O 0.449 -0.106 -0.183
Si -0.556 -0.375 0.226
C 0.412 -0.030 0.071
C 0.132 0.309 0.276
C 0.359 0.201 -0.577
H 0.084 -0.008 0.088
H 0.040 -0.032 0.084
H 0.021 -0.065 -0.049
H -0.077 0.094 -0.044
H -0.095 0.290 -0.061
H -0.074 -0.227 0.030
H -0.007 0.007 0.098
H 0.055 0.070 0.154
H 0.049 -0.089 0.067
H -0.142 0.104 -0.085
H -0.056 -0.102 -0.008
H 0.107 -0.009 -0.186
H -0.261 -0.011 -0.103
H -0.132 0.005 0.137
H 0.000 0.066 -0.017
H -0.058 -0.086 0.068
H -0.056 -0.109 0.075
H 0.034 0.030 -0.092
H -0.080 0.152 -0.104
H -0.007 -0.101 0.141
H -0.057 -0.019 0.084
H -0.077 0.169 -0.172
H -0.013 0.042 -0.135
H 0.060 -0.007 0.067
H 0.012 0.059 0.070
H -0.053 0.015 0.114
H -0.056 -0.072 0.087
H -0.014 0.032 0.180
H -0.078 0.050 0.183
H 0.025 -0.040 0.434
H 0.160 0.200 0.263
H -0.170 0.016 0.216
H -0.092 -0.038 0.041
H 0.076 -0.008 -0.129
H 0.071 0.089 -0.227
H -0.008 -0.042 0.053
H 0.017 0.082 -0.026
H 0.153 0.019 -0.085
H 0.115 -0.002 -0.048
H -0.109 0.101 -0.095
H -0.058 -0.051 0.006
H -0.193 0.168 -0.031
H 0.047 -0.101 -0.077
H -0.083 -0.040 -0.087
H 0.038 -0.080 -0.064
H 0.031 0.046 0.113
H -0.125 -0.034 0.173
H -0.086 -0.081 0.143
F 0.027 0.013 0.063
As 0.017 -0.002 0.020
F -0.061 -0.028 0.026
F 0.021 -0.054 -0.003
F -0.044 -0.005 -0.088
F 0.051 0.030 -0.031
F -0.033 0.068 -0.008

Computed properties:
Frontier orbital gap: 9.9 eV
Energy: -214159.8219 eV
Molar mass: 796.571 g/mol
Maximum force: 1.13 eV/Å
Total charge: -1

2.
Entry from OMol25: a molecular structure, C35H30Br2HgN7O3S4 in a non-equilibrium geometry (wB97M-V/def2-TZVPD).

Last column: Löwdin charge in e.
Cartesian coordinates (Å):
Hg: -0.75350 0.18526 -0.52116  0.81
O: 0.98338 -3.23577 -4.22673  0.01
C: 1.48408 -2.32028 -5.07837  -0.29
C: 1.87539 -2.75436 -6.34605  -0.05
C: 2.40764 -1.86111 -7.26160  -0.13
C: 2.55345 -0.51812 -6.91960  -0.13
C: 2.15558 -0.08519 -5.66031  -0.05
C: 1.61670 -0.95860 -4.71477  -0.07
C: 1.17733 -0.48355 -3.35122  -0.46
O: 0.76624 -1.40213 -2.50789  -0.14
N: 1.30756 0.78329 -3.11978  0.02
N: 0.87352 1.26254 -1.88874  -0.10
C: 1.41759 2.43330 -1.57292  -0.18
C: 1.16642 3.13664 -0.39069  -0.31
C: 1.75288 4.43143 -0.17944  -0.09
C: 1.48751 5.13382 0.95164  -0.15
C: 0.60389 4.57845 1.93054  -0.13
C: 0.07109 3.32471 1.66320  -0.21
N: 0.32663 2.59209 0.58147  0.03
H: 0.77431 -2.67940 -3.38935  0.06
H: 1.74866 -3.80495 -6.59009  0.10
H: 2.70746 -2.21238 -8.24531  0.08
H: 2.96853 0.18670 -7.63349  0.08
H: 2.24534 0.95533 -5.36841  0.10
H: 2.11780 2.87325 -2.28071  0.10
H: 2.39556 4.84454 -0.95228  0.09
H: 1.92527 6.11680 1.09723  0.08
H: 0.32479 5.12069 2.82622  0.06
H: -0.63134 2.87223 2.36758  0.08
Br: 4.99616 -2.97429 2.23085  0.71
C: 3.41748 -2.13170 1.59603  -0.67
C: 3.28074 -0.77488 1.71076  -0.10
C: 2.09718 -0.22932 1.23258  -0.09
N: 1.13609 -0.96334 0.68429  0.08
C: 1.27984 -2.26760 0.57193  -0.21
C: 2.42028 -2.90496 1.02524  -0.06
C: 0.13492 -3.05828 -0.03386  -0.22
C: 0.27913 -4.38901 -0.37476  -0.06
C: -0.81860 -5.03608 -0.91706  -0.67
Br: -0.66203 -6.85861 -1.42027  0.71
C: -2.00728 -4.37656 -1.10275  -0.09
C: -2.04136 -3.03798 -0.73298  -0.09
N: -0.99386 -2.41385 -0.21774  0.08
H: 4.04660 -0.15612 2.15427  0.10
H: 1.90308 0.84036 1.27027  0.10
H: 2.53256 -3.97615 0.95613  0.09
H: 1.21868 -4.91013 -0.26428  0.10
H: -2.87131 -4.86032 -1.53683  0.10
H: -2.93224 -2.42920 -0.87512  0.10
S: -5.45781 0.72075 0.26069  0.29
C: -3.80031 0.58412 -0.00800  -1.85
S: -3.10608 0.51101 -1.60710  0.32
S: -2.64979 0.42232 1.29908  0.36
C: 1.80427 2.13603 7.60951  -0.11
C: 0.42103 2.63462 7.19790  -0.23
C: 0.13813 2.43011 5.71089  -0.17
N: 0.04855 1.01608 5.35618  0.02
C: -0.88334 0.35521 4.64057  -0.89
S: -0.57591 -1.17587 4.04614  0.60
N: -2.09815 0.99174 4.42710  0.08
C: -2.81448 1.76640 5.32988  -0.43
O: -3.57306 2.63027 4.98002  0.11
C: -2.66916 1.43224 6.79997  -0.16
C: -2.95088 2.43017 7.71864  -0.04
C: -2.85950 2.17523 9.08046  -0.09
C: -2.50250 0.90618 9.52401  -0.10
C: -2.24562 -0.10067 8.60522  -0.07
C: -2.32678 0.16131 7.23922  -0.02
H: 2.00486 2.34706 8.66252  0.07
H: 2.58634 2.61699 7.01406  0.07
H: 1.89661 1.05323 7.47490  0.07
H: 0.33567 3.70414 7.41719  0.11
H: -0.34779 2.12025 7.77900  0.08
H: 0.93551 2.88028 5.12015  0.12
H: -0.77636 2.93608 5.42259  0.11
H: 0.88777 0.46636 5.45033  0.10
H: -2.53344 0.84830 3.48073  0.00
H: -3.24162 3.40647 7.34628  0.12
H: -3.07025 2.96243 9.79540  0.10
H: -2.42819 0.70298 10.58619  0.09
H: -1.98650 -1.09659 8.94523  0.10
H: -2.12439 -0.62497 6.51856  0.10

Force components x, y, z for each atom (eV/Å):
Hg 0.001 0.887 -0.469
O -0.067 0.342 0.209
C -0.047 0.038 0.231
C 0.080 0.053 -0.141
C -0.007 0.066 0.059
C -0.008 -0.022 0.009
C -0.052 -0.064 0.056
C -0.068 -0.077 -0.137
C -0.093 -0.974 0.871
O 0.010 0.466 -0.588
N -0.098 0.618 0.028
N 0.319 -0.399 0.045
C -0.173 -0.511 -0.207
C -0.311 0.208 0.708
C -0.064 -0.350 -0.190
C -0.303 -0.031 0.440
C 0.181 -0.001 -0.236
C 0.021 -0.025 -0.080
N 0.383 0.166 -0.364
H 0.075 -0.024 -0.037
H 0.006 0.086 0.049
H -0.017 0.027 0.061
H -0.030 -0.038 0.056
H -0.001 -0.072 -0.030
H -0.056 -0.047 -0.071
H -0.019 -0.059 0.035
H -0.019 -0.026 0.024
H 0.016 -0.031 -0.046
H 0.062 0.021 -0.066
Br 0.019 -0.031 0.012
C -0.067 -0.566 -0.117
C -0.134 0.397 0.037
C -0.179 0.122 -0.158
N -0.057 0.561 -0.004
C -0.430 -0.609 -0.219
C 0.421 -0.211 0.210
C 0.784 0.319 0.257
C 0.068 -0.519 -0.168
C 0.408 -0.103 0.094
Br 0.007 -0.027 0.001
C -0.286 0.182 -0.045
C -0.099 0.174 -0.039
N -0.430 0.386 -0.054
H -0.010 0.023 -0.022
H -0.010 -0.056 -0.008
H 0.055 0.032 0.029
H -0.068 -0.021 -0.025
H 0.037 0.023 0.032
H 0.077 -0.033 0.015
S 0.425 0.029 -0.075
C -0.101 -0.167 0.055
S -0.101 -0.101 0.246
S -0.050 -0.042 -0.151
C 0.013 -0.034 -0.034
C 0.061 -0.107 0.011
C -0.011 -0.152 0.017
N -0.003 0.041 0.102
C -0.204 -0.171 -0.148
S 0.000 0.322 0.077
N -0.095 -0.034 -0.261
C 0.485 -0.479 0.271
O -0.443 0.344 -0.197
C -0.016 -0.072 -0.337
C -0.108 0.204 0.232
C -0.022 0.005 -0.084
C 0.004 0.078 0.003
C -0.011 -0.027 -0.229
C 0.037 -0.183 0.198
H -0.018 -0.010 -0.047
H -0.027 -0.030 0.037
H -0.014 0.093 0.007
H -0.004 -0.053 -0.027
H 0.095 0.076 0.007
H 0.116 0.097 -0.127
H -0.076 -0.001 -0.064
H 0.056 0.015 0.020
H 0.194 0.097 0.406
H 0.015 -0.062 0.030
H 0.013 -0.028 -0.032
H -0.013 0.005 -0.024
H 0.007 0.042 -0.017
H -0.032 0.030 0.087

Computed properties:
Frontier orbital gap (spin up / spin down): 3.5 / 4.9 eV
ΔE to the lowest compared entry with this formula, charge and spin: 149.0 kJ/mol
Energy: -240958.4652 eV
2S+1: 2
Molar mass: 1085.337 g/mol
Maximum force: 1.31 eV/Å
Total charge: -2

Q: Which value of energy does entry 1 give?
A: -214159.8219 eV